--- P ---
DFT (ωB97M-V/def2-TZVPD) results for a gas-phase ion, C3H8N5 (charge +1).

The geometry in XYZ format:
```
16
Properties=species:S:1:pos:R:3:lowdin_charge:R:1
C -1.6675 2.0059 0.3651 0.284
C -1.4667 -0.3960 1.1220 -0.125
C -0.5973 -1.4728 0.4163 -0.133
N -1.4214 0.8772 0.4905 0.065
N 2.3920 0.6854 -1.5160 0.067
N 1.3860 1.1316 -0.7453 -0.066
N 0.6947 0.4280 -0.0269 -0.105
N 0.7719 -0.9324 0.1312 -0.010
H -1.6896 2.9153 -0.2446 0.147
H -2.5445 -0.8787 1.1722 0.185
H -1.1082 -0.0973 2.1910 0.181
H -0.5948 -2.4634 0.8850 0.134
H -0.9912 -1.6773 -0.5541 0.106
H 2.9466 1.4813 -1.7828 0.098
H 2.9156 -0.1436 -1.2672 0.099
H 0.9742 -1.4632 -0.6364 0.073
```

Calculated values
gap between HOMO and LUMO = 0.28872 Eh
LUMO level = -0.177 Ha
total charge = +1
highest occupied orbital energy = -12.685 eV
M = 114.1 g/mol


--- Q ---
DFT (ωB97M-V/def2-TZVPD) results for 2 unconnected molecules or ions with the total composition C3H8N5.

The geometry in XYZ format:
```
16
Properties=species:S:1:pos:R:3:lowdin_charge:R:1
C -0.4941 -0.2307 -0.2425 0.151
C -2.3364 -1.9616 -0.6290 -0.217
C 2.2404 1.5199 1.0956 -0.233
N -1.3306 -1.0121 -0.4896 0.060
N -2.4335 -2.8804 -1.4889 -0.015
N 3.0766 2.4537 1.5549 0.177
N -3.4841 -3.6552 -1.5784 0.024
N 0.9891 1.6137 1.0948 0.142
H 2.5478 0.5622 0.7659 0.148
H -3.1928 -1.8073 -0.0444 0.108
H 4.0489 2.3010 1.2292 0.152
H 2.7489 3.3563 1.6967 0.100
H -3.7556 -4.3330 -2.2843 0.117
H -4.3938 -3.4390 -1.0798 0.137
H 0.4300 0.7676 0.5948 0.010
H 0.6538 2.4320 1.5777 0.140
```

Calculated values
gap between HOMO and LUMO = 0.34753 Eh
LUMO level = -0.104 Ha
total charge = +1
highest occupied orbital energy = -12.276 eV
M = 114.1 g/mol


Most stable to least stable, the ends of the list are Q and P.


--- P ---
DFT (ωB97M-V/def2-TZVPD) results for 2 unconnected molecules or ions with the total composition C2H6N3O2.

The geometry in XYZ format:
```
13
Properties=species:S:1:pos:R:3:lowdin_charge:R:1
C -0.7635 -1.8882 -0.4150 -0.196
C 0.0795 0.2881 -0.0616 -0.437
N 0.0975 1.3023 0.7782 0.023
N -0.8615 -0.6250 0.2473 -0.118
N 0.7664 2.4504 0.4893 -0.485
O 1.2603 2.6269 -0.6307 -0.072
O 0.6568 3.4019 1.2956 -0.082
H -1.2675 -1.9102 -1.4212 0.065
H 0.3234 -2.2223 -0.7552 0.071
H -1.3654 -2.5443 0.2185 0.063
H 0.1941 0.3973 -1.1845 0.109
H 1.9792 -0.5328 0.2146 -0.060
H -1.0993 -0.7440 1.2247 0.119
```

Calculated values
gap between HOMO and LUMO (spin up / spin down) = 0.24350 / 0.24342 Eh
LUMO level (spin up / spin down) = 0.140 / 0.140 Ha
total charge = -1
highest occupied orbital energy (spin up / spin down) = -2.813 / -2.811 eV
M = 104.1 g/mol


--- Q ---
DFT (ωB97M-V/def2-TZVPD) results for 2 unconnected molecules or ions with the total composition C2H6N3O2.

The geometry in XYZ format:
```
13
Properties=species:S:1:pos:R:3:lowdin_charge:R:1
C 0.8014 1.0431 0.5158 -0.081
C 0.2070 -0.2923 -0.1367 -0.513
N -0.9925 -0.8216 0.3202 0.028
N 1.3409 -1.2416 -0.1787 -0.057
N -2.0047 -0.0321 0.1730 -0.551
O -1.8643 1.0759 -0.4243 -0.142
O -3.1090 -0.3845 0.5629 -0.088
H -0.0651 1.8242 0.4205 0.092
H 1.6032 1.3470 -0.0416 0.012
H 1.0805 0.8614 1.4356 -0.009
H -0.0355 0.0907 -1.6886 0.149
H 1.9166 -1.2147 -1.0953 0.080
H 1.1216 -2.2555 0.1373 0.081
```

Calculated values
gap between HOMO and LUMO = 0.29712 Eh
LUMO level = 0.162 Ha
total charge = -1
highest occupied orbital energy = -3.689 eV
M = 104.1 g/mol


Most stable to least stable, the ends of the list are Q and P.


--- P ---
DFT (ωB97M-V/def2-TZVPD) results for 2 unconnected molecules or ions with the total composition CH3Br2ClSi.

The geometry in XYZ format:
```
8
Properties=species:S:1:pos:R:3:lowdin_charge:R:1
C -0.3435 0.6796 -0.8234 -0.167
Si 0.3652 -0.6896 0.2985 -0.350
Cl -0.4532 2.3869 1.0515 0.001
Br 1.4410 -2.0397 -1.0778 0.327
Br -1.3032 -1.7179 1.3100 0.320
H -1.3676 0.6290 -0.8992 -0.014
H 0.3812 1.1777 -1.2573 -0.055
H 1.2801 -0.4260 1.3977 -0.062
```

Calculated values
gap between HOMO and LUMO = 0.30830 Eh
LUMO level = -0.086 Ha
total charge = 0
highest occupied orbital energy = -10.740 eV
M = 238.4 g/mol


--- Q ---
DFT (ωB97M-V/def2-TZVPD) results for 2 unconnected molecules or ions with the total composition CH3Br2ClSi.

The geometry in XYZ format:
```
8
Properties=species:S:1:pos:R:3:lowdin_charge:R:1
C 0.3918 -0.4452 -0.4717 -0.790
Si -0.0308 0.9485 0.7219 0.301
Cl 2.1734 -0.7601 -0.1709 0.429
Br -3.4542 -1.2077 -0.3497 -0.273
Br 0.4975 2.9908 0.0211 0.325
H 0.3394 -0.4076 -1.6211 0.069
H 0.0462 -1.4042 -0.1765 -0.021
H 0.0367 0.2855 2.0468 -0.042
```

Calculated values
gap between HOMO and LUMO (spin up / spin down) = 0.29033 / 0.16458 Eh
LUMO level (spin up / spin down) = -0.072 / -0.125 Ha
total charge = 0
highest occupied orbital energy (spin up / spin down) = -9.864 / -7.888 eV
M = 238.4 g/mol


Most stable to least stable, the ends of the list are P and Q.


--- P ---
DFT (ωB97M-V/def2-TZVPD) results for 2 unconnected molecules or ions with the total composition C3H10S.

The geometry in XYZ format:
```
14
Properties=species:S:1:pos:R:3:lowdin_charge:R:1
S 2.4501 -3.3104 0.7209 0.471
H 2.8897 -2.6999 1.8359 -0.220
H 1.9187 -2.2349 0.1163 -0.252
C -1.1637 0.9379 0.9323 -0.137
C -0.0540 0.8651 -0.0718 -0.326
C -0.4894 0.4231 -1.4660 -0.132
H -2.0837 1.3000 0.4356 0.072
H -0.8737 1.5467 1.7890 0.068
H -1.7121 0.0619 1.3088 0.073
H 0.8203 0.2444 0.1730 0.087
H 0.3950 1.8581 -0.1843 0.100
H -0.0544 1.0385 -2.2575 0.068
H -0.4874 -0.6459 -1.6975 0.067
H -1.5555 0.6152 -1.6348 0.060
```

Calculated values
gap between HOMO and LUMO = 0.39212 Eh
LUMO level = 0.032 Ha
total charge = 0
highest occupied orbital energy = -9.788 eV
M = 78.2 g/mol


--- Q ---
DFT (ωB97M-V/def2-TZVPD) results for 2 unconnected molecules or ions with the total composition C3H10S.

The geometry in XYZ format:
```
14
Properties=species:S:1:pos:R:3:lowdin_charge:R:1
S -1.3994 -0.9307 -2.8209 0.480
H -1.9802 -0.6338 -1.6595 -0.236
H -2.2274 -0.2417 -3.6004 -0.231
C 1.6278 -0.0344 0.0665 -0.131
C 0.4268 -0.3496 0.9325 -0.337
C -0.5328 0.7877 1.3054 -0.121
H 1.3716 0.0629 -0.9981 0.056
H 2.3783 -0.8191 0.1038 0.066
H 2.0543 0.9487 0.2972 0.072
H 0.7812 -0.7394 1.8869 0.093
H -0.1119 -1.1760 0.4530 0.091
H -1.3556 0.2771 1.8091 0.068
H -0.0874 1.6204 1.8359 0.067
H -0.9453 1.2279 0.3886 0.063
```

Calculated values
gap between HOMO and LUMO = 0.39313 Eh
LUMO level = 0.032 Ha
total charge = 0
highest occupied orbital energy = -9.825 eV
M = 78.2 g/mol


--- R ---
DFT (ωB97M-V/def2-TZVPD) results for 2 unconnected molecules or ions with the total composition C3H10S.

The geometry in XYZ format:
```
14
Properties=species:S:1:pos:R:3:lowdin_charge:R:1
C -4.7948 1.4692 -3.5551 -0.052
H -5.7531 1.6630 -3.0654 0.017
H -4.0772 2.2581 -3.3713 0.013
H -4.9657 1.4665 -4.6302 0.010
H -4.5299 0.4395 -3.3407 0.013
C 2.0025 -1.9458 1.1905 -0.191
C 1.6174 -0.6094 1.8068 -0.650
S 0.9777 0.5619 0.6120 0.682
H 2.8055 -1.8632 0.4633 0.069
H 1.1527 -2.4316 0.7179 0.064
H 2.3059 -2.6756 1.9429 0.069
H 1.0718 -0.6303 2.7459 0.066
H 2.5758 -0.1918 2.1421 0.053
H 1.2460 -0.0244 -0.5457 -0.162
```

Calculated values
gap between HOMO and LUMO = 0.36244 Eh
LUMO level = 0.034 Ha
total charge = 0
highest occupied orbital energy = -8.924 eV
M = 78.2 g/mol


Most stable to least stable, the ends of the list are Q and P.